13 unconnected molecules or ions with the total composition C5H38N2O12, computed with ωB97M-V with the def2-TZVPD basis set.

Bonds (Å) are listed after each position.
Atoms and positions in Å:
1 C -0.62 -3.56 1.01  C2 1.494, H8 1.140, H9 1.097, H10 1.116
2 C 0.18 -2.30 0.97  C1 1.494, C3 1.528, H11 1.148, H12 1.102
3 C -0.07 -1.30 -0.16  C2 1.528, C4 1.573, H13 1.170, H14 1.146
4 C -0.80 -0.17 0.65  C3 1.573, N5 1.475, H15 1.161, H16 1.050
5 N -1.32 0.87 -0.25  C4 1.475, C6 1.508, H17 1.011
6 C -2.28 1.81 0.44  N5 1.508, N7 1.416, H18 1.086, H19 1.077
7 N -1.57 2.80 1.16  C6 1.416, H20 1.066, H21 1.034
8 H -0.57 -4.06 2.03  C1 1.140
9 H -0.16 -4.34 0.38  C1 1.097
10 H -1.66 -3.44 0.64  C1 1.116
11 H 1.30 -2.34 1.22  C2 1.148
12 H -0.05 -1.80 1.93  C2 1.102
13 H 0.93 -0.96 -0.66  C3 1.170
14 H -0.69 -1.67 -1.06  C3 1.146
15 H 0.10 0.20 1.28  C4 1.161
16 H -1.51 -0.59 1.30  C4 1.050
17 H -0.55 1.33 -0.72  N5 1.011
18 H -2.78 2.35 -0.36  C6 1.086
19 H -3.01 1.20 0.94  C6 1.077
20 H -0.68 2.37 1.55  N7 1.066
21 H -1.96 2.94 2.11  N7 1.034
22 H -3.41 0.64 2.93  O24 0.977
23 H -2.25 0.36 3.94  O24 0.953
24 O -2.63 1.03 3.38  H22 0.977, H23 0.953
25 H 5.06 0.21 -0.30  O27 0.961
26 H 4.15 -0.98 -0.55  O27 0.966
27 O 4.72 -0.59 0.12  H25 0.961, H26 0.966
28 H 2.96 1.94 -1.69  O30 1.005
29 H 2.59 0.50 -2.08  O30 0.979
30 O 3.30 0.99 -1.62  H28 1.005, H29 0.979
31 H -3.77 -0.88 0.02  O33 0.958
32 H -4.28 -2.28 0.41  O33 0.957
33 O -4.46 -1.52 -0.15  H31 0.958, H32 0.957
34 H -2.00 -0.03 -2.26  O36 0.965
35 H -3.48 -0.08 -2.50  O36 0.976
36 O -2.64 -0.28 -2.94  H34 0.965, H35 0.976
37 H -0.27 -1.03 -3.99  O39 0.979
38 H -1.67 -1.54 -4.35  O39 0.972
39 O -0.73 -1.79 -4.40  H37 0.979, H38 0.972
40 H 1.06 2.82 3.57  O42 0.961
41 H 1.82 1.65 2.71  O42 0.981
42 O 1.32 1.90 3.51  H40 0.961, H41 0.981
43 H -0.29 -3.22 -2.93  O45 0.956
44 H 0.49 -3.17 -1.45  O45 0.960
45 O 0.00 -3.64 -2.13  H43 0.956, H44 0.960
46 H 1.31 4.13 -2.20  O48 0.969
47 H 0.68 2.88 -1.60  O48 0.959
48 O 1.53 3.29 -1.76  H46 0.969, H47 0.959
49 H 0.11 0.89 4.69  O51 0.963
50 H 0.06 0.04 3.42  O51 0.969
51 O -0.35 0.14 4.29  H49 0.963, H50 0.969
52 H 3.22 1.39 1.26  O54 0.968
53 H 3.88 0.92 2.50  O54 0.975
54 O 3.46 1.72 2.14  H52 0.968, H53 0.975
55 H 2.82 0.27 -3.68  O57 0.972
56 H 1.79 -0.31 -4.43  O57 0.966
57 O 1.85 0.29 -3.68  H55 0.972, H56 0.966

Summary:
spin multiplicity: 1
relative energy (zero: lowest compared OMol25 entry of this formula, charge and spin): 122.10 kcal/mol
DFT total energy: -33350.12086 eV
E_HOMO: -9.7 eV
molar mass: 318.361 g/mol
gap between HOMO and LUMO: 9.652 eV
LUMO energy: -0.1 eV